No. 1
A structure of composition C10H28MgO6S4. Source: OMol25; level of theory: wB97M-V/def2-TZVPD.

```
! RIJCOSX wB97M-V def2-TZVPD def2/J DEFGRID3
* xyz 0 1
Mg 0.557 -0.081 -0.498
O 2.187 -0.205 0.676
C 3.215 -0.703 -0.133
C 2.848 -0.696 -1.667
O 1.512 -0.896 -2.048
H 3.360 -1.761 0.162
H 4.178 -0.176 -0.055
H 3.489 -1.438 -2.178
H 3.255 0.256 -2.067
C -3.427 -0.837 -0.568
S -2.350 -0.547 -1.990
O -1.129 0.150 -1.480
C -1.896 -2.268 -2.387
H -4.316 -1.405 -0.826
H -3.678 0.171 -0.237
H -2.855 -1.306 0.234
H -1.134 -2.225 -3.162
H -2.775 -2.834 -2.697
H -1.447 -2.809 -1.553
C 1.027 -2.261 2.499
S -0.486 -2.437 1.541
O -0.283 -1.633 0.301
C -0.200 -4.164 1.084
H 0.928 -2.590 3.535
H 1.308 -1.205 2.508
H 1.913 -2.701 2.039
H -0.782 -4.521 0.237
H -0.447 -4.800 1.935
H 0.856 -4.249 0.832
C -1.082 3.527 -2.086
S 0.535 3.300 -1.292
O 0.676 1.874 -0.899
C 1.489 3.423 -2.811
H -1.185 2.900 -2.978
H -1.249 4.544 -2.435
H -1.851 3.143 -1.416
H 2.515 3.086 -2.659
H 1.461 4.432 -3.223
H 1.119 2.707 -3.550
C 0.743 1.873 3.111
S -0.609 2.002 1.916
O -0.470 0.774 1.071
C -1.955 1.765 3.110
H 0.615 2.523 3.983
H 1.646 2.267 2.645
H 0.875 0.843 3.424
H -2.096 2.688 3.672
H -1.720 0.950 3.795
H -2.884 1.547 2.586
*
```

## Properties
Gap between HOMO and LUMO ... 5.86 eV
HOMO level ... -5.7 eV
Electronic energy ... -71893.2785 eV


No. 2
An isolated molecule of C20H25N5O2S2. Source: OMol25; level of theory: wB97M-V/def2-TZVPD.

```
! RIJCOSX wB97M-V def2-TZVPD def2/J DEFGRID3
* xyz 0 1
C 4.321 3.078 -1.611
C 3.971 2.978 -0.126
C 4.985 3.728 0.736
N 3.837 1.575 0.291
C 4.901 0.760 0.143
O 5.994 1.151 -0.222
C 4.741 -0.740 0.412
S 3.760 -1.544 -0.909
C 2.422 -2.119 0.010
N 2.246 -2.070 1.297
N 1.024 -2.591 1.535
C 0.517 -2.932 0.401
C -0.845 -3.440 0.123
C -1.701 -2.272 -0.285
C -1.432 -1.415 -1.303
S -2.645 -0.187 -1.397
C -3.437 -0.943 -0.018
N -4.574 -0.517 0.578
C -5.438 0.539 0.323
C -6.521 0.693 1.193
C -7.429 1.715 1.012
C -7.278 2.605 -0.039
C -6.209 2.456 -0.904
C -5.291 1.435 -0.732
N -2.823 -1.994 0.426
O 1.366 -2.661 -0.629
C 2.549 1.167 0.838
C 1.450 1.201 -0.229
C 2.163 2.000 2.063
H 5.313 2.677 -1.792
H 3.601 2.523 -2.208
H 4.301 4.121 -1.919
H 2.990 3.434 0.020
H 5.977 3.312 0.591
H 4.998 4.777 0.453
H 4.722 3.654 1.789
H 5.740 -1.171 0.350
H 4.282 -0.998 1.363
H -1.260 -3.879 1.028
H -0.804 -4.182 -0.677
H -0.619 -1.425 -1.999
H -4.825 -1.097 1.369
H -6.642 0.000 2.015
H -8.259 1.818 1.695
H -7.988 3.405 -0.182
H -6.081 3.142 -1.729
H -4.472 1.344 -1.424
H 2.643 0.140 1.190
H 1.215 2.218 -0.531
H 0.545 0.746 0.169
H 1.760 0.644 -1.111
H 1.920 3.028 1.805
H 1.290 1.552 2.532
H 2.976 2.002 2.784
*
```

## Properties
Gap between HOMO and LUMO ... 8.45 eV
HOMO level ... -8.0 eV
Electronic energy ... -54361.9777 eV


No. 3
A structure of composition C33H34F4I2N4OW. Source: OMol25; level of theory: wB97M-V/def2-TZVPD.

```
! RIJCOSX wB97M-V def2-TZVPD def2/J DEFGRID3
* xyz 0 3
W 0.518 0.245 0.416
C 3.852 -2.044 -0.438
N 3.008 -2.275 0.728
C 3.784 -2.751 1.855
C 1.845 -3.118 0.464
C 0.703 -2.851 1.428
N -0.013 -1.625 1.108
C -1.108 -1.206 1.837
C -1.913 -0.202 1.190
F 0.064 1.947 1.244
C -2.856 0.439 1.994
F -3.574 1.463 1.509
C -3.153 0.076 3.290
C -2.421 -0.951 3.851
F -2.666 -1.329 5.113
C -1.401 -1.561 3.164
F -0.656 -2.478 3.822
H 3.343 -2.330 -1.358
H 4.785 -2.617 -0.381
H 4.128 -0.988 -0.541
H 4.285 -3.711 1.643
H 3.148 -2.897 2.729
H 4.553 -2.023 2.123
H 2.107 -4.187 0.530
H 1.496 -2.926 -0.545
H 1.094 -2.863 2.450
H 0.004 -3.693 1.380
H -3.931 0.577 3.846
I 1.292 1.554 -7.099
C 1.264 0.840 -5.145
C 0.940 -0.484 -4.893
C 0.928 -0.951 -3.591
I 0.340 -2.913 -3.258
C 1.231 -0.122 -2.499
O 1.227 -0.627 -1.267
C 1.551 1.222 -2.781
C 1.837 2.235 -1.698
N 2.129 1.591 -0.414
C 2.647 2.512 0.598
C 2.864 1.753 1.876
C 3.691 2.222 2.884
C 3.813 1.479 4.043
C 3.118 0.286 4.159
C 2.329 -0.121 3.103
N 2.204 0.596 1.983
C 1.567 1.682 -4.090
H 0.689 -1.150 -5.707
H 0.986 2.901 -1.545
H 2.688 2.855 -2.003
H 2.831 0.873 -0.581
H 1.904 3.292 0.761
H 3.578 2.978 0.264
H 4.224 3.155 2.755
H 4.446 1.826 4.850
H 3.181 -0.325 5.049
H 1.765 -1.043 3.135
H 1.818 2.719 -4.280
C -2.018 0.685 -2.618
C -2.424 0.960 -1.155
C -2.179 2.454 -0.916
C -1.547 0.068 -0.255
C -3.908 0.575 -1.082
C -4.924 1.520 -1.198
C -6.261 1.147 -1.194
C -6.617 -0.187 -1.075
C -5.618 -1.142 -0.962
C -4.284 -0.763 -0.968
H -1.005 1.042 -2.812
H -2.697 1.205 -3.295
H -2.062 -0.383 -2.848
H -1.107 2.646 -0.974
H -2.516 2.799 0.059
H -2.662 3.054 -1.690
H -1.510 -0.926 -0.719
H -4.682 2.572 -1.273
H -7.028 1.908 -1.279
H -7.661 -0.477 -1.067
H -5.876 -2.190 -0.866
H -3.522 -1.528 -0.876
*
```

## Properties
Gap between HOMO and LUMO (spin up / spin down) ... 6.66 / 7.24 eV
HOMO level (spin up / spin down) ... -6.6 / -7.4 eV
Electronic energy ... -71678.2230 eV


No. 4
The ion C5H14N with charge +1. Source: OMol25; level of theory: wB97M-V/def2-TZVPD.

```
! RIJCOSX wB97M-V def2-TZVPD def2/J DEFGRID3
* xyz 1 1
C 0.304 1.373 0.406
C -0.801 0.653 -0.345
C -1.062 1.553 -1.662
C -0.185 -0.692 -0.727
C 0.662 -1.618 0.239
N 0.652 -1.397 1.749
H 0.135 1.857 1.279
H 1.120 1.979 -0.194
H 0.855 0.513 0.879
H -1.798 0.751 0.115
H -1.579 1.071 -2.456
H -1.599 2.512 -1.304
H -0.043 2.037 -2.007
H -0.988 -1.209 -1.180
H 0.610 -0.451 -1.472
H 1.751 -1.874 0.039
H 0.160 -2.587 0.161
H -0.258 -1.763 1.930
H 1.352 -2.154 2.075
H 0.713 -0.553 2.478
*
```

## Properties
Gap between HOMO and LUMO ... 10.77 eV
HOMO level ... -14.7 eV
Electronic energy ... -6892.8217 eV


No. 5
An isolated molecule of C6H6O. Source: OMol25; level of theory: wB97M-V/def2-TZVPD.

```
! RIJCOSX wB97M-V def2-TZVPD def2/J DEFGRID3
* xyz 0 1
C 2.347 -0.569 0.132
C 1.485 0.629 -0.116
C 0.124 0.364 -0.216
C -0.939 1.120 -0.109
C -2.061 0.096 0.142
C -1.549 -1.062 -0.063
O -0.139 -0.988 -0.151
H 3.445 -0.458 0.143
H 1.819 -1.514 0.065
H 1.768 1.768 -0.048
H -1.165 2.125 0.118
H -3.027 0.575 0.304
H -2.109 -2.086 -0.200
*
```

## Properties
Gap between HOMO and LUMO ... 8.63 eV
HOMO level ... -8.1 eV
Electronic energy ... -8363.3364 eV


No. 6
A structure of composition C48H48AsF6O18V. Source: OMol25; level of theory: wB97M-V/def2-TZVPD.

```
! RIJCOSX wB97M-V def2-TZVPD def2/J DEFGRID3
* xyz 1 2
O -4.652 1.691 -2.939
V -3.750 0.918 -3.948
O -2.385 1.689 -4.331
As -1.077 -0.213 -1.260
F -0.167 1.153 -1.953
F 0.273 -0.464 -0.059
F -2.029 -1.512 -0.511
F -2.482 0.156 -2.413
F -0.436 -1.306 -2.507
F -1.867 0.937 -0.079
C 2.135 1.559 1.435
C 3.390 2.051 1.183
C 4.437 1.786 2.004
C 4.170 1.079 3.151
C 2.895 0.662 3.477
C 1.866 0.938 2.598
O 0.645 0.432 2.833
O 5.779 1.859 1.638
H 1.262 1.789 0.843
H 3.570 2.594 0.267
H 5.061 0.906 3.735
H 2.687 0.232 4.445
H 0.246 0.198 1.992
H 6.455 1.224 1.883
C 1.306 -5.296 -0.523
C 1.007 -6.407 0.261
C -0.028 -7.266 -0.135
C -0.618 -7.100 -1.344
C -0.235 -6.052 -2.167
C 0.617 -5.112 -1.707
O 0.934 -4.046 -2.474
O -0.389 -8.360 0.629
H 2.113 -4.636 -0.244
H 1.597 -6.485 1.162
H -1.298 -7.881 -1.649
H -0.795 -5.966 -3.087
H 1.448 -3.442 -1.933
H 0.439 -8.796 0.844
C 4.119 -3.211 -0.984
C 5.092 -3.726 -0.173
C 5.165 -3.277 1.107
C 4.333 -2.208 1.536
C 3.429 -1.657 0.716
C 3.209 -2.263 -0.485
O 2.177 -1.840 -1.334
O 6.034 -3.883 1.921
H 4.131 -3.476 -2.031
H 5.686 -4.495 -0.646
H 4.331 -1.750 2.514
H 2.759 -0.875 1.042
H 1.732 -1.162 -0.820
H 6.324 -4.673 1.460
C -2.684 3.948 0.049
C -3.124 4.291 1.360
C -4.137 5.201 1.514
C -4.655 5.874 0.410
C -4.131 5.620 -0.860
C -3.108 4.707 -1.052
O -2.687 4.360 -2.305
O -4.671 5.476 2.704
H -2.045 3.116 -0.206
H -2.650 3.732 2.154
H -5.442 6.614 0.405
H -4.462 6.194 -1.712
H -1.748 4.163 -2.271
H -3.965 5.345 3.341
C 1.703 5.647 -2.197
C 2.295 6.346 -1.175
C 2.180 5.903 0.119
C 1.333 4.846 0.523
C 0.587 4.208 -0.459
C 0.855 4.544 -1.824
O 0.079 3.864 -2.753
O 2.732 6.623 1.138
H 1.989 5.789 -3.229
H 3.018 7.075 -1.510
H 1.209 4.535 1.550
H -0.033 3.365 -0.194
H -0.188 3.038 -2.343
H 2.848 6.217 2.001
C -2.740 -4.929 1.116
C -3.630 -3.944 0.859
C -4.663 -3.670 1.710
C -4.791 -4.333 2.925
C -3.896 -5.366 3.237
C -2.948 -5.698 2.241
O -2.005 -6.645 2.442
O -5.535 -2.703 1.461
H -1.985 -5.159 0.379
H -3.462 -3.316 -0.004
H -5.604 -3.957 3.528
H -3.945 -5.887 4.182
H -1.707 -6.960 1.585
H -5.106 -1.971 1.013
C -5.088 1.970 3.396
C -5.150 1.214 2.163
C -4.112 0.322 1.975
C -2.985 0.226 2.807
C -2.948 0.946 4.060
C -4.014 1.780 4.305
O -3.954 2.405 5.566
O -4.161 -0.509 0.860
H -5.823 2.722 3.642
H -6.053 1.252 1.570
H -2.180 -0.420 2.490
H -2.229 0.846 4.860
H -4.669 2.332 6.202
H -3.298 -0.851 0.617
C 2.312 0.838 -4.062
C 2.896 2.101 -4.396
C 3.919 2.228 -5.330
C 4.387 1.071 -5.937
C 3.870 -0.186 -5.532
C 2.825 -0.275 -4.604
O 2.317 -1.395 -4.101
O 4.402 3.491 -5.585
H 1.509 0.921 -3.345
H 2.419 2.998 -4.029
H 5.209 1.282 -6.605
H 4.403 -1.079 -5.823
H 2.189 -1.380 -3.150
H 4.277 4.033 -4.803
*
```

## Properties
Gap between HOMO and LUMO (spin up / spin down) ... 2.21 / 1.43 eV
HOMO level (spin up / spin down) ... -8.6 / -8.6 eV
Electronic energy ... -190229.2011 eV


No. 7
An isolated molecule of C4H5FO2. Source: OMol25; level of theory: wB97M-V/def2-TZVPD.

```
! RIJCOSX wB97M-V def2-TZVPD def2/J DEFGRID3
* xyz 0 1
O 2.997 -0.074 -0.077
C 1.823 -0.398 -0.044
O 1.407 -1.668 0.020
C 0.820 0.711 0.030
C -0.490 0.862 0.002
C -1.658 -0.071 -0.048
F -1.275 -1.410 -0.054
H 0.430 -1.706 0.185
H 1.360 1.642 0.075
H -0.855 1.887 -0.050
H -2.241 0.077 0.877
H -2.319 0.148 -0.915
*
```

## Properties
Gap between HOMO and LUMO ... 11.06 eV
HOMO level ... -10.5 eV
Electronic energy ... -11040.7931 eV


No. 8
A structure of composition C2H6N4O2. Source: OMol25; level of theory: wB97M-V/def2-TZVPD.

```
! RIJCOSX wB97M-V def2-TZVPD def2/J DEFGRID3
* xyz 2 1
C -2.697 -1.418 0.141
C -0.114 -0.023 -0.002
N 0.901 1.256 1.523
N 1.970 0.918 -0.530
N -1.177 -0.382 0.481
N 1.028 0.781 0.365
O -2.531 -2.508 0.081
O 0.356 -0.496 -1.880
H -3.429 -0.529 0.279
H 1.489 2.012 1.881
H 2.034 0.248 -1.387
H 2.879 1.541 -0.407
H -1.426 0.031 1.470
H 0.717 -1.432 -2.017
*
```

## Properties
Gap between HOMO and LUMO (spin up / spin down) ... 9.22 / 9.22 eV
HOMO level (spin up / spin down) ... -20.2 / -20.2 eV
Electronic energy ... -12199.6261 eV